Below is a cluster of 2 separate species, C4H12 in total in a non-equilibrium geometry, with properties calculated with ωB97M-V with the def2-TZVPD basis set.

Last column: natural (NBO) charge in e.
Atoms and positions in Å:
1 C -1.102 -0.346 1.287  -0.601
2 C -0.608 -1.380 2.409  -0.606
3 C 0.128 0.848 -2.004  -0.614
4 C 1.631 0.892 -1.584  -0.624
5 H -0.172 -0.012 0.660  0.190
6 H -0.126 -0.700 3.069  0.210
7 H 1.938 1.174 -0.504  0.208
8 H 2.126 1.470 -2.288  0.206
9 H -0.532 1.114 -1.180  0.209
10 H -1.761 -0.817 0.570  0.200
11 H -0.037 -2.060 1.839  0.208
12 H -0.045 1.495 -2.855  0.205
13 H -1.591 -1.883 2.866  0.199
14 H 1.875 -0.184 -1.629  0.209
15 H -1.473 0.588 1.646  0.201
16 H -0.249 -0.200 -2.303  0.200

As for the total energy: -159.54206 Eh. As for the SMILES: CC.CC. For the relative energy (zero: lowest compared OMol25 entry of this formula, charge and spin), the calculation gives 112.7 kJ/mol. Its total charge is 0. As for the spin multiplicity: 1. The molar mass is 60.1 g/mol. The HOMO energy comes out at -11.285 eV. The orbital gap comes out at 12.382 eV.



Below is a structure of composition C16H28CeN7O2S2 in a non-equilibrium geometry, with properties calculated with ωB97M-V with the def2-TZVPD basis set.

Last column: Löwdin spin population.
Atoms and positions in Å:
1 Ce -0.645 -0.514 1.402  1.014
2 S -2.985 -2.002 0.897  -0.004
3 S 1.462 -2.763 0.968  -0.001
4 O -1.198 1.747 1.626  -0.001
5 O -2.129 0.319 3.024  -0.002
6 N -3.037 0.253 -0.684  0.000
7 N -1.658 0.095 -0.752  -0.002
8 N -5.007 -0.378 0.236  0.000
9 N -4.563 1.263 2.815  0.000
10 N 0.843 0.717 -0.279  -0.002
11 N 1.973 -1.748 -1.566  0.000
12 N 1.728 0.090 2.405  -0.002
13 C 0.692 -1.188 -1.938  0.000
14 C -3.476 2.138 2.286  0.000
15 C 0.494 0.332 -1.699  0.000
16 C 2.956 -1.998 1.678  0.000
17 C 2.632 -1.019 2.795  0.000
18 C -2.175 1.368 2.318  0.001
19 C 1.230 1.163 -2.704  0.000
20 C -1.693 1.088 -2.992  0.000
21 C 3.267 -0.311 -3.068  0.000
22 C -1.036 0.519 -1.783  0.000
23 C 2.423 0.837 -3.266  0.000
24 C 1.940 -2.962 -0.804  0.000
25 C 2.372 1.143 1.570  0.000
26 C 3.095 -1.426 -2.294  0.000
27 C 2.271 0.871 0.078  0.000
28 C -3.633 -0.620 0.068  0.000
29 H 0.773 2.109 -2.980  0.000
30 H 3.904 -2.143 -2.219  0.000
31 H 1.477 0.549 3.278  0.000
32 H -2.711 0.719 -3.082  0.000
33 H -3.375 3.026 2.910  0.000
34 H 2.830 1.560 -3.965  0.000
35 H 3.576 -0.620 3.174  0.000
36 H 4.208 -0.281 -3.601  0.000
37 H 0.496 -1.377 -2.998  0.000
38 H -0.067 -1.723 -1.371  0.000
39 H 2.159 -1.555 3.618  0.000
40 H 3.424 1.259 1.842  0.000
41 H 2.806 -0.025 -0.196  0.000
42 H -5.383 0.173 -0.529  0.000
43 H 2.732 1.701 -0.459  0.000
44 H -3.694 2.444 1.267  0.000
45 H -1.743 2.178 -2.907  0.000
46 H -4.953 0.706 2.036  0.000
47 H 1.866 2.084 1.788  0.000
48 H -1.123 0.854 -3.890  0.000
49 H 0.437 1.644 -0.155  0.000
50 H -5.303 1.787 3.278  0.000
51 H 3.512 -1.526 0.869  0.000
52 H 1.202 -3.676 -1.174  0.000
53 H -5.532 -1.234 0.370  0.000
54 H 2.915 -3.441 -0.805  0.000
55 H -4.149 0.594 3.474  0.000
56 H 3.569 -2.798 2.087  0.000

As for the total energy: -2431.36593 Eh. For the relative energy (zero: lowest compared OMol25 entry of this formula, charge and spin), the calculation gives 183.2 kJ/mol. Its total charge is +2. As for the spin multiplicity: 2. The molar mass is 554.7 g/mol. The HOMO energy (spin up / spin down) comes out at -13.073 / -13.073 eV. The orbital gap (spin up / spin down) comes out at 7.736 / 7.793 eV.



Below is a structure of composition C24H43N2P3RuS in a non-equilibrium geometry, with properties calculated with ωB97M-V with the def2-TZVPD basis set.

Last column: Löwdin spin population.
Atoms and positions in Å:
1 Ru 0.347 -0.306 0.045  1.077
2 S -0.515 1.298 1.626  0.571
3 P -0.508 -1.835 1.596  0.092
4 P 0.225 -2.182 -1.582  0.011
5 P 0.147 1.166 -1.691  0.065
6 N 2.406 0.100 0.647  0.123
7 N 4.167 1.134 1.471  0.088
8 C 0.779 -3.888 -1.138  0.008
9 C 1.797 1.203 -2.457  0.030
10 C 6.132 -1.624 -0.121  0.095
11 C 4.664 -0.008 0.837  0.008
12 C 1.040 -2.601 2.196  0.053
13 C -3.254 3.636 0.080  0.067
14 C 5.014 -2.290 -0.643  0.025
15 C -2.080 1.797 1.144  0.064
16 C -1.435 -2.452 -2.314  -0.002
17 C -1.077 0.980 -3.044  0.001
18 C 3.707 -1.816 -0.448  0.195
19 C -4.333 2.793 -0.233  0.069
20 C -4.293 1.472 0.215  0.004
21 C 2.818 1.166 1.327  0.012
22 C -2.250 3.184 0.930  0.104
23 C -3.565 4.445 3.343  0.395
24 C 5.970 -0.448 0.636  0.192
25 C -4.740 4.101 2.797  0.397
26 C -1.708 -3.138 1.110  0.001
27 C -3.156 0.945 0.838  0.055
28 C -0.045 2.933 -1.309  0.016
29 C 3.538 -0.658 0.315  0.044
30 C -1.349 -1.303 3.137  0.020
31 C 1.241 -1.981 -3.099  0.005
32 H -1.188 -0.025 -0.339  -0.006
33 H 2.550 0.781 -1.780  0.003
34 H 4.727 1.839 1.946  0.001
35 H -3.046 -0.118 1.060  0.001
36 H -2.252 -0.726 2.912  0.003
37 H 0.881 -1.158 -3.723  0.000
38 H 6.820 0.102 1.062  0.006
39 H 5.141 -3.207 -1.214  -0.001
40 H 1.822 0.637 -3.393  0.001
41 H 1.812 -3.895 -0.776  0.000
42 H -2.482 -2.711 0.460  0.000
43 H 0.751 3.274 -0.642  0.003
44 H 7.128 -2.025 -0.305  0.002
45 H 2.819 -2.286 -0.852  0.009
46 H 0.149 -4.370 -0.391  0.000
47 H 2.076 2.242 -2.667  0.004
48 H -0.702 0.319 -3.832  0.000
49 H -5.458 3.495 3.349  0.018
50 H -1.639 -2.205 3.694  0.001
51 H 1.162 -2.912 -3.677  0.001
52 H -5.187 3.227 -0.776  0.002
53 H -3.409 4.321 4.416  0.016
54 H -1.785 -1.524 -2.780  0.000
55 H -1.221 -3.968 0.595  0.000
56 H -2.010 0.572 -2.638  0.001
57 H -2.193 -3.531 2.014  0.001
58 H 0.830 -3.166 3.110  0.011
59 H -3.249 4.659 -0.299  0.001
60 H 1.477 -3.256 1.432  0.000
61 H -0.999 3.113 -0.817  0.003
62 H -2.148 -2.785 -1.553  0.000
63 H 2.293 -1.818 -2.837  0.001
64 H -0.043 3.535 -2.227  0.001
65 H -2.758 4.942 2.781  0.012
66 H -1.330 -3.225 -3.087  -0.001
67 H 0.733 -4.494 -2.053  0.001
68 H -5.074 4.450 1.805  0.013
69 H -0.696 -0.685 3.762  0.007
70 H -1.513 3.864 1.363  0.002
71 H -1.311 1.955 -3.490  0.001
72 H 2.194 1.960 1.696  0.001
73 H -5.121 0.787 0.063  -0.001
74 H 1.765 -1.805 2.417  0.002

As for the total energy: -2565.36357 Eh. Its total charge is +4. As for the spin multiplicity: 5. The molar mass is 585.7 g/mol. The HOMO energy (spin up / spin down) comes out at -19.253 / -18.782 eV. The orbital gap (spin up / spin down) comes out at 8.414 / 3.584 eV.



Below is a cluster of 2 separate species, C5H10O2 in total, with properties calculated with ωB97M-V with the def2-TZVPD basis set.

Last column: natural (NBO) charge in e.
Atoms and positions in Å:
1 O 3.000 -0.992 -0.677  -0.694
2 O 0.797 1.340 -1.070  -0.539
3 C -1.259 -1.117 0.506  -0.436
4 C 0.951 0.140 -1.018  0.422
5 C -1.779 0.010 0.029  -0.148
6 C 1.850 -0.533 0.004  -0.169
7 C -1.681 1.344 0.704  -0.658
8 H -0.937 1.327 1.508  0.211
9 H -1.345 -2.061 -0.023  0.203
10 H -2.641 1.611 1.150  0.222
11 H 1.383 -1.426 0.415  0.196
12 H 0.542 -0.543 -1.794  0.120
13 H 3.442 -0.210 -1.029  0.469
14 H -2.286 -0.014 -0.936  0.199
15 H -0.721 -1.135 1.452  0.190
16 H -1.411 2.126 -0.014  0.236
17 H 2.093 0.173 0.811  0.177

As for the total energy: -346.93152 Eh. As for the SMILES: O=CCO.C=CC. For the relative energy (zero: lowest compared OMol25 entry of this formula, charge and spin), the calculation gives 246.6 kJ/mol. Its total charge is 0. As for the spin multiplicity: 1. The molar mass is 102.1 g/mol. The HOMO energy comes out at -9.770 eV. The orbital gap comes out at 10.552 eV.



Below is a structure of composition C41H48As2N3O9S3TeV in a non-equilibrium geometry, with properties calculated with ωB97M-V with the def2-TZVPD basis set.

Last column: Löwdin spin population.
Atoms and positions in Å:
1 Te 1.362 0.774 1.981  0.001
2 As -1.364 6.052 -1.485  0.000
3 As -0.158 2.484 -2.162  0.000
4 V 0.615 -0.988 0.184  2.660
5 S 1.875 -0.962 -2.572  0.009
6 S 3.246 0.214 4.637  0.000
7 S -1.327 -1.140 -2.262  -0.003
8 O -2.957 1.643 -3.580  0.000
9 O -3.619 4.594 -4.588  0.000
10 O 1.517 -0.012 -1.399  0.030
11 O -3.583 6.428 -3.296  0.000
12 O 2.277 3.338 0.592  0.000
13 O 0.419 6.880 0.642  0.000
14 O 2.875 2.951 -1.539  0.000
15 O -1.697 2.410 -5.212  0.000
16 O 2.370 6.138 -0.190  0.000
17 N -0.404 -2.044 -1.143  -0.013
18 N 1.418 -2.790 0.454  0.024
19 N -0.669 -4.115 -2.197  0.043
20 C -1.318 1.858 -0.694  0.002
21 C -2.191 -2.046 1.487  0.005
22 C 4.297 -0.293 2.387  0.001
23 C -3.312 -4.331 -4.778  -0.002
24 C -1.597 -0.614 3.310  0.001
25 C -2.525 5.513 0.018  0.000
26 C 1.174 6.081 -0.125  0.000
27 C -0.625 -2.924 3.270  0.001
28 C 2.410 -5.373 0.642  0.035
29 C 1.354 -5.084 -0.208  0.005
30 C -3.989 -1.375 -0.163  0.000
31 C 0.289 5.138 -0.908  0.000
32 C -0.886 3.482 -5.715  0.000
33 C 4.126 2.455 -1.039  0.000
34 C 2.430 -3.082 1.289  0.041
35 C 2.058 3.428 -0.581  0.001
36 C -2.094 -2.408 -3.214  0.006
37 C -3.162 5.219 -3.663  0.000
38 C -2.504 1.715 3.523  0.000
39 C -1.468 -1.835 2.660  0.005
40 C 2.967 -4.348 1.390  0.005
41 C -3.711 -3.009 -4.881  0.007
42 C -3.079 -1.082 1.004  0.003
43 C 2.223 0.122 -3.930  0.001
44 C -2.212 2.503 -3.982  0.000
45 C -1.705 -3.733 -3.097  -0.001
46 C 0.747 3.920 -1.164  0.000
47 C -2.315 -4.694 -3.882  0.006
48 C -2.040 4.731 -2.784  0.000
49 C 4.875 -0.310 4.630  0.000
50 C 5.312 -0.543 3.363  0.000
51 C 0.894 -3.785 -0.307  0.039
52 C 3.556 -1.434 -2.200  0.002
53 C -1.604 3.501 -3.012  0.000
54 C -2.425 0.386 2.821  0.000
55 C -4.613 7.027 -4.107  0.000
56 C -0.136 -3.305 -1.259  0.064
57 C -3.167 0.133 1.669  0.001
58 C -3.101 -2.040 -4.093  -0.002
59 C 1.145 7.810 1.466  0.000
60 C 3.113 0.124 2.932  0.011
61 H 0.401 8.479 1.884  0.000
62 H -0.388 -3.704 2.542  0.000
63 H -2.574 1.582 4.603  0.000
64 H -3.853 0.889 1.298  0.000
65 H 1.867 8.359 0.867  0.000
66 H 4.450 -0.396 1.319  0.000
67 H 4.212 -0.568 -2.275  0.000
68 H -3.774 -5.091 -5.394  0.000
69 H -2.225 1.457 -1.145  0.000
70 H -0.690 3.234 -6.753  0.000
71 H 1.269 0.475 -4.318  0.000
72 H 2.811 -2.255 1.880  0.003
73 H 0.896 -5.875 -0.789  0.000
74 H -4.153 7.523 -4.959  0.000
75 H 4.551 3.152 -0.321  0.000
76 H -1.563 2.685 -0.032  0.000
77 H -3.098 6.381 0.336  0.000
78 H -5.308 6.271 -4.457  0.000
79 H 1.667 7.273 2.255  0.000
80 H -2.003 -5.729 -3.800  0.000
81 H -0.859 1.058 -0.106  0.003
82 H 3.970 1.493 -0.549  0.000
83 H -1.917 5.167 0.851  0.000
84 H 0.054 3.551 -5.166  0.000
85 H -4.002 -0.551 -0.879  0.000
86 H 4.779 2.359 -1.903  0.000
87 H -3.690 -2.284 -0.687  0.000
88 H 3.863 -2.219 -2.893  0.000
89 H -1.158 -3.396 4.098  0.000
90 H 0.306 -2.515 3.670  0.000
91 H -5.013 -1.516 0.189  0.000
92 H -3.212 4.730 -0.300  0.000
93 H 2.752 -0.451 -4.693  0.000
94 H -0.450 -5.095 -2.150  0.001
95 H 3.802 -4.523 2.055  0.000
96 H 5.424 -0.405 5.554  0.000
97 H -1.601 2.297 3.325  0.000
98 H -1.071 -0.455 4.244  0.000
99 H -2.151 -3.026 1.019  0.000
100 H -1.422 4.425 -5.665  0.000
101 H -3.382 -0.994 -4.171  0.000
102 H -3.365 2.291 3.184  0.000
103 H 2.816 0.961 -3.565  0.000
104 H 2.793 -6.381 0.718  0.002
105 H 3.553 -1.824 -1.183  0.001
106 H -5.110 7.754 -3.474  0.000
107 H 6.316 -0.868 3.126  0.000
108 H -4.495 -2.725 -5.570  0.000

As for the total energy: -9310.47460 Eh. Its total charge is +1. As for the spin multiplicity: 4. The molar mass is 1151.4 g/mol. The HOMO energy (spin up / spin down) comes out at -8.450 / -8.773 eV. The orbital gap (spin up / spin down) comes out at 4.985 / 5.144 eV.